Entry 1:
{"formula": "C5H8O", "method": "ωB97M-V/def2-TZVPD", "homo_lumo_gap_ha": [0.3272, 0.3210], "charge": 0, "e_tot_ha": -270.34204, "symbols": ["O", "C", "C", "C", "C", "C", "H", "H", "H", "H", "H", "H", "H", "H"], "xyz": [[-0.62646, 2.37400, -0.52531], [-0.34496, 1.27162, -0.12215], [-1.33959, 0.16618, 0.24794], [-0.45806, -0.92117, 0.79362], [0.85036, -0.61870, 0.69474], [1.07489, 0.76027, 0.13168], [-2.08791, 0.53749, 0.96128], [-1.91021, -0.12925, -0.64688], [-0.85385, -1.85954, 1.17709], [-0.25908, -0.92920, -2.59395], [1.07131, -1.67869, -1.45391], [1.66537, -1.22434, 1.09088], [1.57551, 1.38772, 0.87883], [1.67585, 0.81725, -0.78664]], "forces_ev_per_angstrom": [[0.1, -0.5, 0.1], [0.0, 0.4, -0.1], [0.0, 0.0, 0.0], [0.6, 0.0, -0.2], [-0.6, -0.1, 0.2], [0.1, 0.0, 0.2], [0.2, 0.0, -0.1], [0.2, 0.0, 0.1], [0.1, 0.2, 0.0], [1.1, -0.6, 0.8], [-1.1, 0.6, -0.9], [-0.3, 0.0, -0.2], [-0.1, 0.1, -0.2], [-0.2, -0.1, 0.2]]}



Entry 2:
{"formula": "C5H11NO2", "method": "ωB97M-V/def2-TZVPD", "smiles": "CC(C)[C@H](N)C(=O)O", "homo_lumo_gap_ha": 0.3694, "charge": 0, "e_tot_ha": -402.31471, "symbols": ["C", "C", "C", "C", "N", "C", "O", "O", "H", "H", "H", "H", "H", "H", "H", "H", "H", "H", "H"], "xyz": [[-1.35921, -0.80140, -0.85798], [0.10420, -0.67846, -0.47621], [0.55060, -1.59393, 0.73963], [0.45479, 0.91362, -0.20478], [1.86235, 1.06912, 0.11486], [-0.44247, 1.61812, 0.77618], [-0.13922, 1.96643, 1.89183], [-1.83172, 1.70561, 0.26617], [-1.53562, 0.01001, -1.57510], [-1.43983, -1.78841, -1.25870], [-1.98551, -0.64245, 0.00762], [0.75747, -0.93600, -1.40679], [1.68314, -1.66358, 0.75319], [0.19482, -1.06995, 1.57538], [0.11151, -2.58726, 0.55284], [0.24505, 1.36005, -1.13027], [2.49334, 0.45677, -0.27343], [2.01890, 0.95550, 1.23066], [-1.74261, 1.70620, -0.72510]], "forces_ev_per_angstrom": [[1.2, 0.3, 0.2], [1.6, 1.0, 0.0], [1.0, 0.5, -3.1], [1.1, -2.8, 0.5], [-1.1, 2.2, 5.3], [-1.7, -0.3, 0.9], [-0.9, -0.5, -1.8], [3.1, 0.7, 0.1], [-0.5, -0.7, -0.3], [-0.8, -0.5, -0.6], [-0.3, -0.2, 0.1], [-1.1, 0.5, 1.5], [-1.4, 0.0, 0.2], [-0.5, 0.1, 1.7], [0.2, 0.4, 0.6], [-0.1, 0.8, -1.6], [1.1, -1.8, -1.5], [-0.7, 0.6, -3.5], [-0.3, 0.0, 1.5]]}



Entry 3:
{"formula": "C38H50AsN8O8PPbS3", "method": "ωB97M-V/def2-TZVPD", "homo_lumo_gap_ha": 0.2406, "charge": -2, "e_tot_ha": -6482.87432, "symbols": ["Pb", "O", "C", "N", "C", "O", "C", "C", "C", "C", "C", "N", "C", "C", "C", "C", "C", "N", "H", "H", "H", "H", "H", "H", "H", "H", "N", "C", "C", "C", "C", "C", "C", "S", "O", "O", "N", "C", "N", "C", "C", "C", "N", "H", "H", "H", "H", "H", "H", "H", "H", "H", "C", "C", "C", "O", "P", "S", "S", "O", "C", "C", "C", "H", "H", "H", "H", "H", "H", "H", "H", "H", "H", "H", "H", "H", "H", "O", "C", "C", "C", "C", "O", "N", "H", "H", "H", "H", "C", "C", "As", "C", "C", "C", "C", "H", "H", "H", "H", "H", "H", "H", "H", "H", "H", "H", "H", "H", "H", "H"], "xyz": [[0.77415, 0.21018, 1.08468], [-0.30415, 4.55085, -0.20468], [-0.13449, 3.43097, 0.26354], [0.39481, 2.34921, -0.36255], [0.40956, 2.32536, -1.71600], [-0.28589, 2.96095, -2.50029], [1.45573, 1.40199, -2.34297], [1.61770, 1.45666, -3.72595], [2.59124, 0.67689, -4.31850], [3.37453, -0.13931, -3.51502], [3.12842, -0.14704, -2.15226], [2.19160, 0.60306, -1.57375], [-0.43868, 3.24226, 1.74026], [-1.17524, 4.22218, 2.38287], [-1.45402, 4.07408, 3.73153], [-0.95819, 2.97289, 4.40180], [-0.21801, 2.03946, 3.69333], [0.01876, 2.16883, 2.38990], [0.96636, 2.11343, -4.28554], [2.73813, 0.69836, -5.39287], [4.14994, -0.77083, -3.92958], [3.70623, -0.78643, -1.49331], [-1.50936, 5.07030, 1.80341], [-2.05273, 4.81281, 4.25159], [-1.15102, 2.80738, 5.45227], [0.20072, 1.17051, 4.18197], [3.25251, 4.66296, -3.91080], [3.47537, 4.19400, -2.60148], [4.49630, 3.28174, -2.34015], [4.69323, 2.79556, -1.05754], [3.85712, 3.20725, -0.02793], [2.88585, 4.16835, -0.26931], [2.69769, 4.66350, -1.54728], [3.93920, 2.46977, 1.58809], [5.32354, 2.42741, 1.99047], [3.02503, 3.22615, 2.40360], [3.29282, 0.99382, 1.44288], [3.97369, -0.06867, 0.98072], [3.25091, -1.22529, 1.00588], [3.82987, -2.33332, 0.59801], [5.13757, -2.37144, 0.12833], [5.78312, -1.14505, 0.09801], [5.23841, -0.01065, 0.49977], [3.49653, 3.97496, -4.60858], [2.29589, 4.95875, -4.04606], [5.12760, 2.93875, -3.15390], [5.46656, 2.07166, -0.84760], [2.26316, 4.51466, 0.54237], [1.90037, 5.37505, -1.73107], [3.21516, -3.22979, 0.63328], [5.60967, -3.28522, -0.20231], [6.79970, -1.06954, -0.28440], [-4.68616, 2.59453, 0.10288], [-5.01532, 2.56308, 1.58478], [-6.47310, 2.20656, 1.84094], [-4.17005, 1.72626, 2.38352], [-3.54451, 0.27290, 2.05922], [-2.96823, -0.45223, 3.78530], [-2.24899, 0.37007, 0.55448], [-4.90276, -0.44858, 1.51578], [-4.97988, -1.71854, 0.83737], [-3.93156, -2.73133, 1.26765], [-4.98039, -1.50116, -0.66869], [-5.33279, 3.33639, -0.37510], [-4.86058, 1.62440, -0.36285], [-3.64711, 2.86520, -0.07330], [-4.82704, 3.56125, 1.99390], [-6.70649, 1.23309, 1.41109], [-7.12388, 2.96267, 1.39311], [-6.66576, 2.16453, 2.91365], [-5.96628, -2.09267, 1.13424], [-2.92175, -2.41301, 1.00279], [-4.13824, -3.67543, 0.75410], [-3.96649, -2.89443, 2.34391], [-4.00751, -1.13547, -0.99490], [-5.74382, -0.77149, -0.94788], [-5.19719, -2.44558, -1.17598], [1.20417, -0.38924, 5.28686], [0.66991, -1.25786, 4.61125], [0.11170, -2.54842, 5.22435], [-0.53655, -3.25054, 4.04435], [-0.16232, -2.35902, 2.86360], [-0.44940, -2.63557, 1.70229], [0.48244, -1.23418, 3.26418], [-0.57870, -2.28239, 6.02464], [0.93966, -3.10542, 5.66779], [-1.62655, -3.25727, 4.09771], [-0.19423, -4.27041, 3.86377], [-1.39283, -5.64110, -1.43871], [-1.34802, -4.48600, -2.43432], [-0.91284, -2.79499, -1.48594], [0.96099, -3.22640, -1.03725], [1.85837, -3.72846, -2.15818], [-0.56330, -1.59764, -3.03872], [-0.57572, -2.19345, -4.44033], [-1.73825, -6.56839, -1.90518], [-2.05721, -5.41275, -0.60249], [-0.40471, -5.83363, -1.01480], [-2.33235, -4.34023, -2.88709], [-0.65017, -4.70014, -3.24596], [0.90894, -3.93756, -0.21003], [1.36151, -2.30982, -0.59781], [1.49077, -4.66520, -2.58539], [2.87602, -3.91203, -1.79664], [1.93110, -2.99998, -2.96762], [0.40515, -1.13448, -2.84130], [-1.29959, -0.79493, -2.96108], [0.20321, -2.94825, -4.56622], [-0.40678, -1.41612, -5.19184], [-1.53150, -2.66950, -4.67081]], "forces_ev_per_angstrom": [[0.0, -0.1, 0.0], [-0.1, 0.1, 0.0], [0.0, 0.0, -0.1], [-0.1, -0.1, 0.0], [0.2, 0.2, 0.0], [-0.1, 0.0, 0.0], [0.0, 0.0, 0.1], [0.0, 0.0, 0.0], [0.0, 0.0, 0.0], [0.0, 0.0, 0.0], [0.0, 0.0, 0.0], [-0.1, 0.0, 0.0], [0.0, 0.0, 0.0], [0.0, 0.0, 0.0], [0.0, 0.0, 0.0], [0.0, 0.0, 0.0], [0.0, 0.0, 0.0], [0.0, 0.0, 0.0], [0.0, 0.0, 0.0], [0.0, 0.0, 0.0], [0.0, 0.0, 0.0], [-0.1, 0.0, -0.1], [0.0, 0.0, 0.0], [0.0, 0.0, 0.0], [0.0, 0.0, 0.0], [0.0, 0.0, 0.0], [0.0, 0.0, 0.0], [0.0, 0.0, 0.0], [0.1, 0.0, 0.0], [-0.1, 0.0, 0.0], [0.0, 0.0, 0.0], [0.1, 0.0, 0.0], [0.0, 0.0, 0.0], [0.1, 0.0, 0.1], [0.0, 0.0, 0.0], [0.0, 0.0, 0.0], [0.1, 0.0, -0.1], [0.0, 0.0, 0.1], [0.0, 0.0, 0.1], [0.0, 0.0, 0.0], [0.0, 0.0, 0.0], [0.0, 0.0, 0.1], [0.0, 0.0, -0.1], [0.0, 0.0, 0.0], [0.0, 0.0, 0.0], [0.0, 0.0, 0.0], [0.0, -0.1, 0.0], [0.0, -0.1, 0.0], [0.0, -0.1, 0.0], [0.0, 0.0, 0.0], [0.0, 0.0, 0.0], [0.0, 0.0, 0.0], [0.0, 0.0, 0.0], [0.0, 0.0, 0.0], [0.0, 0.0, 0.0], [0.0, 0.0, 0.0], [0.0, -0.1, 0.0], [0.0, 0.0, 0.0], [0.0, 0.0, 0.0], [0.0, 0.0, 0.0], [0.0, 0.0, 0.0], [0.0, 0.0, 0.0], [0.0, 0.0, 0.0], [0.0, 0.0, 0.0], [0.0, 0.0, 0.0], [0.0, 0.0, 0.0], [0.0, 0.0, 0.0], [0.0, 0.0, 0.0], [0.0, 0.0, 0.0], [0.0, 0.0, 0.0], [0.0, 0.0, 0.0], [0.0, 0.0, 0.0], [0.0, 0.0, 0.0], [0.0, 0.0, 0.0], [0.0, 0.0, 0.0], [0.0, 0.0, 0.0], [0.0, 0.0, 0.0], [0.0, 0.0, 0.0], [0.0, 0.0, 0.1], [0.0, 0.0, 0.0], [0.0, 0.0, 0.0], [-0.2, 0.1, 0.0], [0.3, 0.0, 0.0], [0.2, 0.1, 0.0], [0.0, 0.0, 0.0], [0.0, 0.0, 0.0], [0.0, 0.0, 0.0], [0.0, 0.0, 0.0], [0.0, 0.0, 0.0], [0.0, 0.0, 0.0], [-0.1, 0.0, -0.1], [0.0, 0.0, 0.0], [0.0, 0.0, 0.0], [0.0, 0.0, 0.0], [0.0, 0.0, 0.0], [0.0, 0.0, 0.0], [0.0, 0.0, 0.0], [0.0, 0.0, 0.0], [0.0, 0.0, 0.0], [0.0, 0.0, 0.0], [0.0, 0.0, 0.0], [0.0, 0.0, 0.0], [0.0, 0.0, 0.0], [0.0, 0.0, 0.0], [0.0, 0.0, 0.0], [0.1, 0.0, 0.0], [0.0, 0.0, 0.0], [0.0, 0.0, 0.0], [0.0, 0.0, 0.0], [0.0, 0.0, 0.0]]}



Entry 4:
{"formula": "C26H24Cl2N6O3S2Ti", "method": "ωB97M-V/def2-TZVPD", "homo_lumo_gap_ha": [0.1497, 0.2497], "charge": -2, "spin_multiplicity": 3, "e_tot_ha": -4125.72419, "symbols": ["Ti", "N", "C", "S", "N", "N", "C", "C", "C", "C", "C", "C", "C", "O", "H", "H", "H", "H", "H", "H", "H", "S", "C", "C", "C", "C", "C", "C", "N", "C", "C", "C", "C", "C", "C", "C", "H", "H", "H", "H", "H", "H", "H", "H", "C", "C", "N", "O", "C", "C", "N", "O", "H", "H", "H", "H", "H", "H", "H", "Cl", "C", "Cl", "H", "H"], "xyz": [[0.05338, 0.04069, 0.01460], [-2.25160, 1.47836, -4.24699], [-1.01411, 1.20824, -3.65024], [0.17614, 0.46777, -4.68865], [-0.94193, 1.58051, -2.41561], [0.23504, 1.36975, -1.70776], [1.27737, 1.99865, -2.10123], [2.58261, 1.92075, -1.46977], [3.57482, 2.80682, -1.89586], [4.84613, 2.78997, -1.35659], [5.13725, 1.84922, -0.36571], [4.18684, 0.95054, 0.06499], [2.87970, 0.95426, -0.47423], [2.01229, 0.08578, -0.05942], [-2.44936, 0.84670, -5.00581], [-2.98823, 1.55071, -3.55704], [1.18207, 2.64020, -2.97555], [3.32042, 3.52160, -2.67217], [5.60008, 3.48957, -1.69532], [6.12882, 1.82415, 0.07491], [4.40480, 0.21772, 0.83113], [0.38735, -1.09028, 4.47282], [0.23920, -2.59228, 3.58745], [0.26371, -3.88198, 4.08061], [0.14064, -4.94855, 3.19236], [0.00363, -4.69757, 1.82839], [-0.01861, -3.40634, 1.32677], [0.09188, -2.32289, 2.20857], [0.08601, -1.00450, 1.86668], [0.21307, -0.19553, 2.96625], [0.15674, 1.20715, 2.81550], [0.28430, 2.13009, 3.87605], [0.20338, 3.48427, 3.61623], [0.02078, 3.94654, 2.31259], [-0.08432, 3.02125, 1.26711], [-0.03797, 1.64481, 1.46447], [0.37768, -4.06021, 5.14400], [0.15510, -5.96694, 3.56207], [-0.08434, -5.53045, 1.13938], [-0.10832, -3.21640, 0.26582], [0.44052, 1.77688, 4.89182], [0.29105, 4.19519, 4.43260], [-0.03276, 5.01226, 2.11642], [-0.22692, 3.40378, 0.25837], [-0.94609, -2.79731, -3.38527], [-0.87091, -2.00767, -2.11672], [0.22332, -1.48955, -1.66947], [1.33924, -1.62638, -2.50876], [-2.05296, -1.76768, -1.30937], [-3.39286, -2.35933, -1.61024], [-1.88005, -0.94176, -0.30305], [-2.85067, -0.70010, 0.49853], [-1.11988, -2.11549, -4.22247], [-1.75605, -3.52474, -3.33746], [0.00296, -3.29574, -3.56786], [1.19477, -0.93077, -3.19826], [-3.45662, -3.41860, -1.33742], [-3.62941, -2.27387, -2.67394], [-4.13624, -1.82045, -1.02643], [-4.82050, 2.00513, 2.72447], [-3.33240, 2.04539, 1.73268], [-3.60807, 2.92005, 0.20821], [-3.05005, 1.02581, 1.46929], [-2.57185, 2.57280, 2.29355]], "forces_ev_per_angstrom": [[0.6, -0.2, 0.1], [0.0, 0.0, 0.1], [0.1, 0.0, -0.2], [0.0, 0.0, 0.0], [-0.2, 0.0, 0.3], [0.0, 0.1, -0.3], [0.0, 0.0, 0.0], [0.0, 0.0, 0.0], [0.0, 0.0, 0.0], [0.0, 0.0, 0.0], [0.0, 0.0, 0.0], [0.0, 0.0, -0.1], [0.0, 0.0, 0.0], [-0.1, 0.0, 0.0], [0.0, 0.0, 0.0], [0.0, 0.0, 0.0], [0.0, 0.0, 0.0], [0.0, 0.0, 0.0], [0.0, 0.0, 0.0], [0.0, 0.0, 0.0], [0.0, 0.0, 0.0], [0.0, 0.1, 0.0], [0.0, 0.0, 0.0], [0.0, 0.0, 0.0], [0.0, 0.0, 0.0], [0.0, 0.0, 0.0], [0.0, 0.0, 0.1], [0.0, 0.0, 0.0], [0.0, -0.2, 0.2], [0.0, 0.1, -0.1], [0.0, -0.2, -0.1], [0.0, 0.0, 0.1], [0.0, 0.1, 0.1], [0.0, 0.0, 0.0], [0.0, 0.0, 0.0], [-0.2, 0.2, -0.1], [0.0, 0.0, 0.0], [0.0, 0.0, 0.0], [0.0, 0.0, 0.0], [0.0, 0.0, 0.0], [0.0, 0.0, 0.0], [0.0, 0.0, 0.0], [0.0, 0.0, 0.0], [0.0, 0.0, 0.0], [0.0, 0.0, 0.0], [0.0, 0.1, 0.1], [0.1, 0.0, 0.1], [-0.1, 0.1, -0.1], [0.0, 0.0, -0.1], [0.0, -0.1, 0.0], [-0.2, 0.0, -0.1], [0.1, 0.1, 0.0], [0.0, 0.0, 0.0], [0.0, 0.0, 0.0], [0.0, 0.0, 0.0], [0.0, -0.1, 0.0], [0.0, 0.0, 0.0], [0.0, 0.0, 0.0], [0.0, 0.0, 0.0], [0.0, 0.0, 0.0], [0.0, 0.0, -0.2], [0.0, 0.0, 0.1], [0.0, 0.0, 0.1], [0.0, 0.0, 0.0]]}



Entry 5:
{"formula": "C17H19ClF4InN2", "method": "ωB97M-V/def2-TZVPD", "homo_lumo_gap_ha": 0.2427, "charge": 1, "e_tot_ha": -1818.19704, "symbols": ["In", "C", "N", "C", "C", "C", "N", "C", "C", "F", "C", "F", "C", "C", "F", "C", "F", "H", "H", "H", "H", "H", "H", "H", "H", "H", "H", "H", "C", "C", "C", "C", "C", "C", "H", "H", "H", "H", "H", "H", "Cl", "C", "H", "H"], "xyz": [[0.09380, 0.40830, 0.01720], [0.30080, 1.75160, -2.97060], [0.81090, 0.48390, -2.44910], [2.24780, 0.37430, -2.67980], [0.10740, -0.65990, -3.02160], [0.02520, -1.83340, -2.01960], [-0.70480, -1.43830, -0.85110], [-2.02880, -1.71860, -0.73430], [-2.96380, -0.75090, -0.35210], [-2.50950, 0.54160, -0.20380], [-4.30420, -1.02660, -0.14900], [-5.13750, -0.03060, 0.16330], [-4.77710, -2.32140, -0.26110], [-3.86580, -3.31820, -0.58040], [-4.26950, -4.58650, -0.63310], [-2.53580, -3.02960, -0.84200], [-1.68170, -4.02890, -1.12790], [0.30290, 1.76210, -4.06510], [0.92880, 2.56920, -2.61270], [-0.71950, 1.90810, -2.61470], [2.47960, 0.44200, -3.75080], [2.61610, -0.58120, -2.30300], [2.76940, 1.18060, -2.16170], [0.60330, -0.99910, -3.93670], [-0.91620, -0.36610, -3.26670], [1.03180, -2.14870, -1.72410], [-0.46700, -2.66760, -2.52340], [-5.81650, -2.55680, -0.10110], [0.10000, -2.62210, 1.66490], [1.26080, -1.87130, 1.79680], [1.27300, -0.74540, 2.61880], [0.11500, -0.36410, 3.28950], [-1.05290, -1.09740, 3.12700], [-1.05770, -2.22320, 2.31520], [0.10300, -3.53150, 1.08120], [2.18040, -2.21350, 1.33750], [2.20560, -0.22790, 2.80860], [0.14110, 0.46020, 3.98820], [-1.94320, -0.82060, 3.67810], [-1.95560, -2.81790, 2.22730], [-0.88730, 3.52190, 0.13830], [-0.36400, 2.34390, 1.26680], [-1.16980, 2.04480, 1.93300], [0.54160, 2.64120, 1.78610]], "forces_ev_per_angstrom": [[-1.2, -0.4, -0.3], [-0.1, 0.4, 0.0], [-0.1, 0.1, 1.1], [0.5, 0.0, 0.0], [-0.3, -0.8, 0.1], [0.1, 0.3, -0.6], [1.2, 1.7, 0.9], [-1.1, -0.4, 0.3], [0.0, 0.1, -0.2], [-0.1, -0.3, 0.0], [0.0, -0.1, 0.1], [0.1, -0.1, 0.0], [0.3, 0.0, 0.0], [0.1, 0.2, -0.2], [0.0, 0.0, -0.1], [0.0, 0.2, 0.1], [-0.1, 0.1, 0.1], [0.0, 0.0, 0.0], [-0.1, 0.0, 0.0], [0.0, 0.0, -0.1], [0.0, 0.0, 0.1], [0.0, 0.1, -0.1], [0.0, -0.1, 0.0], [0.0, 0.2, -0.1], [0.1, 0.0, 0.0], [0.0, -0.1, -0.1], [0.2, 0.0, 0.0], [-0.1, 0.0, 0.0], [-0.1, -0.1, 0.1], [0.2, -0.1, 0.0], [0.1, 0.1, 0.0], [-0.1, 0.0, 0.1], [0.0, 0.2, 0.1], [0.0, -0.2, 0.0], [0.0, 0.0, -0.1], [0.0, 0.0, 0.0], [0.0, 0.1, -0.1], [0.0, 0.1, 0.0], [0.0, 0.0, -0.1], [-0.1, 0.0, 0.0], [-0.3, 0.9, -0.6], [0.8, -1.9, -0.4], [0.1, -0.1, 0.0], [-0.1, 0.0, 0.0]]}



Calculated relative energy (zero: lowest compared OMol25 entry of this formula, charge and spin) (eV), listed in the same order as above: 5.874, 1.726, 0.241, 0.192, 0.969